Entry 1:
One molecule with the formula C26H31N5O2. Source: the OMol25 dataset; level of theory: ωB97M-V/def2-TZVPD.

Structure (ORCA input):
```
! wB97M-V def2-TZVPD RIJCOSX def2/J DEFGRID3
* xyz 0 1
C -4.863 -3.643 -0.804
C -4.427 -2.256 -1.268
N -3.188 -2.315 -1.995
C -1.961 -2.526 -1.488
C -1.085 -2.553 -2.556
C 0.398 -2.696 -2.484
N 0.945 -1.702 -1.579
C 1.551 -2.016 -0.418
O 1.889 -3.140 -0.110
C 1.795 -0.811 0.482
C 0.535 -0.519 1.329
C 0.055 -1.821 1.968
O -0.878 -2.460 1.524
N 0.755 -2.193 3.051
C 1.675 -1.283 3.686
C 1.055 0.110 3.644
N 0.815 0.557 2.279
C -0.144 1.648 2.258
C -0.027 2.657 1.091
C 1.251 3.461 1.126
C 1.200 4.816 0.820
C 2.348 5.587 0.822
C 3.569 5.013 1.132
C 3.630 3.664 1.437
C 2.481 2.892 1.430
C -0.290 2.048 -0.271
C -1.569 1.579 -0.567
C -1.860 1.034 -1.804
C -0.877 0.961 -2.778
C 0.394 1.438 -2.500
C 0.685 1.978 -1.256
C -1.904 -2.345 -3.677
N -3.168 -2.210 -3.320
H -5.810 -3.579 -0.275
H -4.982 -4.304 -1.659
H -4.117 -4.067 -0.137
H -5.171 -1.829 -1.944
H -4.298 -1.598 -0.404
H -1.777 -2.630 -0.438
H 0.840 -2.573 -3.479
H 0.685 -3.672 -2.082
H 0.636 -0.752 -1.732
H 2.028 0.074 -0.110
H 2.640 -1.038 1.128
H -0.259 -0.200 0.647
H 0.532 -3.079 3.477
H 1.823 -1.587 4.724
H 2.649 -1.289 3.187
H 1.721 0.833 4.127
H 0.113 0.071 4.220
H 0.010 2.226 3.175
H -1.177 1.261 2.278
H -0.851 3.363 1.267
H 0.251 5.273 0.576
H 2.290 6.639 0.582
H 4.467 5.613 1.135
H 4.579 3.208 1.678
H 2.530 1.842 1.667
H -2.347 1.648 0.180
H -2.855 0.674 -2.018
H -1.106 0.538 -3.744
H 1.164 1.398 -3.257
H 1.675 2.363 -1.061
H -1.623 -2.297 -4.711
*
```

Computed properties:
Gap between HOMO and LUMO, eV: 9.1
HOMO, eV: -8.5159
SMILES: CCn1cc(CNC(=O)C[C@H]2C(=O)NCCN2CC(c2ccccc2)c2ccccc2)cn1
Energy relative to the best compared isomer or geometry (same formula, charge and spin), kcal per mole: 36.9

Entry 2:
C26H31N8O2PReS2Se2 as an isolated structure. Source: the OMol25 dataset; level of theory: ωB97M-V/def2-TZVPD.

Structure (ORCA input):
```
! wB97M-V def2-TZVPD RIJCOSX def2/J DEFGRID3
* xyz 2 4
Re -0.158 0.073 -0.001
S -6.168 3.819 -2.834
N -5.612 3.736 -1.327
C -4.504 3.008 -1.374
C -3.641 2.717 -0.245
C -3.860 3.220 1.039
C -2.962 2.913 2.037
C -1.881 2.095 1.739
N -1.666 1.586 0.525
C -2.533 1.902 -0.471
C -2.238 1.375 -1.801
N -1.136 0.598 -1.914
C -0.810 0.128 -3.113
C -1.560 0.406 -4.254
C -2.693 1.175 -4.147
C -3.047 1.675 -2.890
C -4.215 2.506 -2.657
N -5.108 2.858 -3.572
H -4.724 3.844 1.223
H -3.081 3.291 3.042
H -1.161 1.837 2.501
H 0.064 -0.507 -3.159
H -1.238 0.007 -5.206
H -3.311 1.406 -5.005
O -1.303 -2.655 -2.358
C -1.169 -3.957 -1.794
C -0.454 -3.923 -0.456
C -0.306 -5.402 -0.014
O 0.543 -6.069 -0.922
C 0.977 -3.396 -0.511
Se 1.359 -1.541 -1.020
C -1.258 -3.300 0.684
Se -1.958 -1.483 0.523
H -1.782 -2.763 -3.187
H -0.601 -4.610 -2.462
H -2.156 -4.408 -1.636
H -1.298 -5.864 0.025
H 0.114 -5.424 1.000
H 0.480 -7.020 -0.793
H 1.560 -3.969 -1.229
H 1.444 -3.531 0.464
H -0.666 -3.323 1.602
H -2.161 -3.883 0.870
C 1.320 0.756 5.096
N 0.662 -0.530 4.860
C 1.685 -1.575 4.800
N 2.715 -1.319 3.794
C 3.324 -0.017 4.066
N 2.355 1.080 4.111
C 1.789 1.343 2.796
P 0.862 -0.132 2.172
C -0.164 -0.514 3.664
C 2.181 -1.401 2.446
H 1.790 0.718 6.078
H 0.572 1.552 5.109
H 1.209 -2.536 4.597
H 2.170 -1.631 5.775
H 4.079 0.199 3.308
H 3.819 -0.072 5.035
H 2.589 1.575 2.087
H 1.135 2.219 2.839
H -0.624 -1.493 3.504
H -0.983 0.198 3.779
H 2.966 -1.254 1.700
H 1.748 -2.391 2.285
S 2.139 4.056 -0.938
C 3.184 2.742 -1.217
C 2.561 1.576 -0.928
N 1.263 1.721 -0.479
C 0.931 2.998 -0.441
H 4.190 2.882 -1.576
H 2.994 0.591 -1.007
H -0.035 3.349 -0.118
*
```

Computed properties:
Gap between HOMO and LUMO (alpha / beta), eV: 7.0 / 6.2
HOMO (alpha / beta), eV: -13.2001 / -13.3165
Energy relative to the best compared isomer or geometry (same formula, charge and spin), kcal per mole: 5.5

Entry 3:
C26H31N9O2S3SiTa as an isolated structure in a non-equilibrium geometry. Source: the OMol25 dataset; level of theory: ωB97M-V/def2-TZVPD.

Structure (ORCA input):
```
! wB97M-V def2-TZVPD RIJCOSX def2/J DEFGRID3
* xyz 3 1
Ta 0.407 -0.116 -0.144
C 1.995 -3.507 -2.822
C 1.222 -2.574 -1.953
N 1.743 -1.640 -1.233
N 3.105 -1.453 -1.287
C 3.675 -0.498 -0.533
N 4.976 -0.310 -0.633
S 2.756 0.415 0.578
C -0.251 -2.636 -1.878
C -0.984 -3.689 -2.382
C -2.371 -3.670 -2.257
C -2.972 -2.590 -1.645
C -2.175 -1.563 -1.163
N -0.842 -1.577 -1.275
H 2.806 -3.003 -3.352
H 1.362 -3.935 -3.592
H 2.416 -4.322 -2.227
H 3.641 -2.011 -1.937
H 5.569 -0.852 -1.246
H 5.420 0.420 -0.095
H -0.493 -4.525 -2.857
H -2.964 -4.493 -2.635
H -4.045 -2.527 -1.530
H -2.618 -0.705 -0.678
C 1.347 4.201 -3.934
Si -0.403 3.661 -4.244
C -0.517 2.322 -5.527
C -1.506 5.097 -4.637
C -1.079 2.907 -2.599
C -2.231 3.423 -1.997
C -2.762 2.926 -0.801
C -2.129 1.874 -0.196
N -1.044 1.324 -0.782
C -0.531 1.825 -1.925
S 0.932 0.907 -2.322
H 1.726 4.700 -4.828
H 2.026 3.378 -3.708
H 1.395 4.921 -3.114
H -0.131 2.680 -6.483
H -1.557 2.026 -5.682
H 0.056 1.433 -5.257
H -1.145 5.582 -5.547
H -1.496 5.856 -3.851
H -2.540 4.804 -4.827
H -2.738 4.257 -2.468
H -3.647 3.359 -0.357
H -2.458 1.441 0.741
N 3.668 -2.418 6.623
C 2.825 -2.088 5.644
C 1.583 -1.472 5.942
C 0.715 -1.145 4.945
C 1.066 -1.400 3.597
C 2.291 -2.023 3.285
C 3.151 -2.359 4.289
S -0.106 -1.063 2.455
O 0.284 -1.743 1.119
O -1.425 -1.289 2.919
N -0.001 0.441 1.715
C -0.027 1.686 2.418
N -0.384 1.660 3.680
C -0.372 2.857 4.284
C -0.013 4.012 3.610
C 0.358 3.886 2.281
N 0.359 2.700 1.662
H 3.428 -2.274 7.590
H 4.528 -2.904 6.435
H 1.316 -1.282 6.974
H -0.242 -0.700 5.181
H 2.537 -2.273 2.263
H 4.080 -2.865 4.061
H -0.661 2.880 5.327
H -0.012 4.972 4.104
H 0.666 4.743 1.695
*
```

Computed properties:
Gap between HOMO and LUMO, eV: 6.0
HOMO, eV: -15.5270
Energy relative to the best compared isomer or geometry (same formula, charge and spin), kcal per mole: 1.0